Entry 1:
C28H31AsIN4O9PtS3 | the ωB97M-V functional and the def2-TZVPD basis

XYZ file:
```
78
Properties=species:S:1:pos:R:3:lowdin_charge:R:1
Pt 0.17 0.27 -1.22 0.96
I -2.91 4.98 3.62 0.82
As 1.24 2.76 -2.71 0.87
S 0.88 -1.99 -1.97 0.65
S 3.53 0.04 -1.22 0.69
S -2.08 1.53 -3.09 0.46
O -3.51 -1.17 0.38 0.03
O 1.53 -3.26 1.56 0.06
O -2.31 2.76 -3.83 -0.32
O -1.43 -0.84 -0.29 -0.22
O -3.14 0.56 -3.13 -0.31
O 2.75 3.26 -3.05 -0.47
O -1.56 1.81 -1.72 -0.41
O 0.14 4.09 -2.96 -0.24
O 1.10 2.10 -1.12 -0.62
N -1.50 -3.18 -2.25 0.05
N 3.31 0.59 1.38 0.04
N 2.51 -1.49 0.61 0.06
N -0.20 -3.95 -0.53 0.05
C 3.12 -0.25 0.36 -0.82
C 1.60 0.81 -4.73 -0.10
C -2.59 -4.47 -0.49 -0.15
C 1.30 -0.23 -5.60 -0.08
C -1.53 2.87 1.95 -0.15
C -3.77 1.28 1.54 -0.01
C 0.46 -0.38 2.77 -0.02
C -3.89 2.46 2.27 -0.15
C -0.40 -3.09 -1.52 -0.73
C 1.64 -0.89 5.24 -0.08
C 0.02 0.29 3.91 -0.05
C 0.61 0.04 5.13 -0.07
C -0.69 0.82 -3.98 -0.31
C -0.98 -0.21 -4.87 -0.08
C -2.53 -4.18 -1.98 -0.15
C 0.61 1.35 -3.91 -0.27
C -1.22 -4.84 0.04 -0.15
C -1.44 1.69 1.22 -0.08
C -2.50 -0.47 0.30 -0.58
C 2.07 -1.58 4.11 -0.03
C 0.02 -0.73 -5.67 -0.08
C 1.49 -1.31 2.88 -0.16
C -2.55 0.88 1.02 -0.12
C 1.63 3.06 2.08 -0.11
C 1.87 -2.09 1.66 -0.40
C 3.79 1.97 1.24 -0.20
C 3.13 2.88 2.27 -0.22
C -2.76 3.23 2.48 -0.73
H -1.71 -2.37 -2.81 0.13
H 2.10 -1.09 6.20 0.10
H 2.60 1.22 -4.66 0.10
H 1.40 3.39 1.07 0.08
H -2.00 -0.57 -4.91 0.11
H 4.87 1.98 1.37 0.12
H 2.47 -2.04 -0.24 0.02
H -4.63 0.65 1.36 0.12
H -2.95 -3.57 0.02 0.10
H 3.57 2.30 0.22 0.09
H 0.67 -3.85 -0.03 0.08
H -1.19 -4.71 1.12 0.12
H -3.48 -3.80 -2.34 0.13
H -0.21 -1.54 -6.35 0.10
H -0.80 1.01 3.82 0.11
H -0.77 3.81 -3.14 0.00
H 0.28 0.57 6.02 0.10
H 3.05 0.30 2.31 0.12
H 2.86 -2.32 4.18 0.12
H 2.09 -0.64 -6.23 0.10
H 3.34 2.50 3.28 0.10
H -0.66 3.49 2.09 0.06
H 1.09 2.12 2.24 0.04
H 0.00 -0.19 1.81 0.09
H 1.24 3.79 2.79 0.08
H -4.85 2.76 2.66 0.09
H -2.29 -5.09 -2.54 0.12
H 3.63 3.85 2.20 0.11
H -0.96 -5.87 -0.19 0.12
H -0.48 1.43 0.78 0.05
H -3.29 -5.28 -0.29 0.12
```

As for the spin multiplicity: 3. For the energy relative to the best compared isomer or geometry (same formula, charge and spin), the calculation gives 0.0 kcal/mol. As for the charge: -1. The max |F| is 0.694 eV/Å.

Entry 2:
C28H31AuF9GeN3O | the ωB97M-V functional and the def2-TZVPD basis

XYZ file:
```
74
Properties=species:S:1:pos:R:3:lowdin_charge:R:1
Au 0.42 0.43 0.22 0.85
Ge -1.43 -0.66 -1.17 1.16
F 2.45 -3.11 -2.17 0.23
F 1.16 -0.46 -2.75 0.09
F 2.68 1.03 -2.51 0.19
F 2.80 -2.99 -0.04 0.21
F 0.97 -2.27 -0.87 0.06
F 5.09 0.00 -1.67 0.21
F 4.89 -2.12 -2.00 0.24
F 4.92 -1.33 0.00 0.19
F 3.09 -0.76 -3.65 0.24
O 2.61 -0.14 -0.21 -0.04
N 1.65 0.01 2.31 0.05
N 1.37 2.55 0.78 0.03
N 4.64 3.01 3.89 0.24
C -4.39 -1.87 1.71 -0.02
C -2.91 0.94 -3.28 -0.06
C -2.39 -3.12 2.21 -0.04
C 1.20 3.09 2.14 -0.33
C -2.67 -3.93 -4.51 -0.04
C -3.13 1.72 -1.00 -0.14
C 3.46 2.43 3.15 -0.29
C -1.72 -2.44 1.19 -0.11
C -2.63 0.83 -1.93 -0.28
C -3.72 -2.83 2.45 -0.02
C -2.40 -1.51 0.44 -0.30
C 2.51 -0.28 -2.58 -0.55
C -3.40 -3.81 -3.34 -0.04
C -3.04 -2.86 -2.39 -0.08
C 0.54 2.07 3.07 -0.11
C 2.94 -0.93 -1.23 -0.27
C -3.73 -1.20 0.69 -0.09
C -1.21 -2.17 -3.80 -0.13
C -4.30 2.83 -2.77 -0.01
C 2.32 -2.36 -1.09 -0.54
C 2.75 1.44 4.07 -0.08
C -1.93 -2.09 -2.63 -0.28
C 2.53 3.58 2.75 -0.08
C 4.51 -1.11 -1.24 -0.56
C -1.57 -3.14 -4.74 -0.04
C -3.97 2.74 -1.43 -0.04
C 1.45 0.90 3.45 -0.33
C -3.76 1.96 -3.70 -0.02
H 4.35 3.42 4.79 0.19
H -4.98 3.60 -3.10 0.13
H -1.86 -3.87 2.78 0.12
H 3.41 0.60 4.30 0.14
H -0.68 -2.68 0.99 0.09
H -4.24 -3.36 3.23 0.13
H -5.43 -1.64 1.90 0.13
H 3.86 1.93 2.27 0.16
H -0.98 -3.23 -5.64 0.12
H -0.35 1.67 2.58 0.10
H 0.93 0.32 4.22 0.16
H -4.37 3.44 -0.72 0.12
H -4.26 -4.43 -3.14 0.12
H -4.00 2.03 -4.75 0.13
H 1.12 3.24 0.08 0.12
H -3.64 -2.77 -1.49 0.10
H 5.35 2.28 4.09 0.19
H 0.22 2.57 3.98 0.14
H -2.99 -4.64 -5.26 0.13
H -2.49 0.27 -4.01 0.11
H -4.26 -0.48 0.09 0.11
H -0.36 -1.54 -4.02 0.09
H 3.02 4.24 2.03 0.14
H 2.50 0.18 1.78 0.05
H -2.89 1.64 0.05 0.09
H 1.66 -0.96 2.58 0.12
H 2.48 1.93 5.00 0.14
H 5.10 3.75 3.34 0.19
H 2.32 2.26 0.59 0.07
H 2.28 4.17 3.63 0.14
H 0.53 3.95 2.07 0.16
```

As for the spin multiplicity: 2. For the energy relative to the best compared isomer or geometry (same formula, charge and spin), the calculation gives 24.2 kcal/mol. As for the charge: +3. The max |F| is 5.461 eV/Å.

Entry 3:
C28H31BFeO6S | the ωB97M-V functional and the def2-TZVPD basis

XYZ file:
```
68
Properties=species:S:1:pos:R:3:lowdin_charge:R:1
Fe -0.78 -4.75 1.52 0.11
S 0.81 3.19 2.11 1.05
O -5.44 2.83 -1.47 0.03
O 0.84 1.12 -2.88 0.16
O -1.72 -7.29 2.34 0.13
O -1.37 -5.70 -1.17 0.15
O 0.15 -0.25 -1.08 0.10
O 1.58 -6.26 0.96 0.17
C 0.63 -2.54 3.19 -0.02
C -1.52 -6.15 2.22 -0.17
C -4.16 2.37 -1.50 -0.17
C 2.48 -0.24 -3.95 0.00
C -1.88 2.28 -0.70 0.02
C 0.52 -2.04 -2.64 0.02
C 2.48 3.69 1.94 -0.50
C 2.51 1.42 2.75 -0.10
C 3.05 5.04 1.51 -0.05
C -0.84 -0.25 1.83 -0.01
C 3.24 2.59 2.35 -0.11
C -1.63 -1.36 1.50 -0.03
C -5.79 3.77 -0.42 0.00
C -3.19 2.73 -0.54 0.06
C 1.92 0.18 -2.60 -0.42
C 2.08 -1.60 -0.68 0.01
C 1.20 -0.98 -1.73 -0.45
C -1.65 -2.64 2.11 -0.08
C 0.98 -1.18 3.16 -0.02
C -3.81 1.54 -2.60 0.09
C 0.83 -5.58 1.51 -0.10
C -2.50 1.12 -2.74 0.05
C -1.53 1.47 -1.79 0.01
C 0.30 0.00 2.68 -0.15
C -1.31 -5.21 -0.13 -0.12
C -0.60 -3.17 2.88 -0.18
C 2.99 0.99 -1.83 0.00
C 1.12 1.57 2.85 -0.39
B -0.13 0.85 -1.95 -0.54
H 1.31 -2.59 -3.16 0.10
H -2.59 -3.21 2.04 0.13
H 2.92 -2.08 -1.18 0.11
H -2.18 0.54 -3.61 0.15
H 1.68 -0.58 -4.61 0.10
H -3.43 3.42 0.26 0.13
H -2.36 -1.22 0.68 0.13
H 1.84 -0.91 3.79 0.12
H 0.16 1.03 3.56 0.20
H 1.34 -3.27 3.60 0.13
H -0.73 -4.25 3.26 0.11
H 2.27 5.67 1.06 0.08
H 3.89 5.05 0.78 0.11
H 2.66 1.33 -0.84 0.08
H 3.17 1.92 -2.38 0.10
H 2.47 -0.85 0.02 0.08
H -1.16 0.67 1.31 0.09
H 4.32 2.71 2.38 0.13
H -1.11 2.58 0.01 0.09
H 3.94 0.44 -1.73 0.11
H -0.02 -2.78 -2.01 0.09
H 3.00 0.45 2.90 0.12
H 3.00 0.61 -4.42 0.11
H -4.57 1.31 -3.34 0.15
H 1.53 -2.34 -0.10 0.08
H 3.45 5.52 2.43 0.11
H 3.20 -1.06 -3.83 0.11
H -0.18 -1.60 -3.38 0.11
H -5.68 3.29 0.56 0.11
H -5.18 4.69 -0.46 0.12
H -6.84 3.99 -0.59 0.11
```

As for the spin multiplicity: 5. For the energy relative to the best compared isomer or geometry (same formula, charge and spin), the calculation gives 78.5 kcal/mol. As for the charge: +2. The max |F| is 6.204 eV/Å.

Entry 4:
C28H31Cl2F5N3O4PSTeV | the ωB97M-V functional and the def2-TZVPD basis

XYZ file:
```
77
Properties=species:S:1:pos:R:3:lowdin_charge:R:1
Te -2.26 1.31 -3.19 1.94
V -1.54 -0.62 -0.40 0.90
Cl -0.80 -4.22 3.15 0.60
Cl -3.55 -4.23 2.15 0.62
S -4.54 -0.28 -0.46 1.02
P 1.91 0.87 -1.48 1.15
F -3.46 2.64 -2.40 -0.55
F -0.99 2.64 -2.88 -0.43
F -2.41 -1.57 -1.72 -0.43
F -0.68 0.29 -3.74 -0.54
F -2.45 2.11 -4.90 -0.49
O -3.37 -0.46 0.52 -0.57
O -1.51 -2.31 0.86 -0.16
O -0.97 -4.08 -0.42 0.01
O -1.67 0.87 -1.05 -0.58
N -0.64 0.20 1.34 -0.01
N 0.14 -1.64 -1.27 0.03
N 0.39 0.44 3.25 -0.10
C 2.10 4.31 1.61 -0.09
C 1.73 -2.96 -0.02 -0.02
C 4.01 0.10 -3.17 -0.10
C 5.18 2.61 -3.29 -0.09
C 2.05 2.15 -0.17 -0.38
C 4.07 2.40 -2.48 -0.09
C 0.11 -0.40 2.24 -0.11
C 5.12 0.31 -3.97 -0.09
C 3.47 1.14 -2.41 -0.36
C 2.89 3.18 1.84 -0.09
C -6.96 -0.50 0.73 -0.22
C 2.86 2.11 0.96 -0.08
C -0.23 1.64 2.98 -0.04
C 3.89 -2.10 0.61 -0.08
C 2.34 -0.70 -0.62 -0.31
C -5.38 -1.88 -0.48 -0.29
C 3.58 -0.91 -0.02 -0.10
C 1.24 3.27 -0.38 -0.11
C 1.42 -1.75 -0.63 -0.27
C 2.95 -3.13 0.62 -0.07
C 1.18 0.11 4.42 0.00
C -1.42 -3.54 0.59 -0.75
C -1.85 -4.48 1.73 -0.98
C -0.86 1.48 1.79 -0.09
C 5.71 1.56 -4.03 -0.10
C 1.27 4.34 0.50 -0.08
C -6.32 -1.89 0.72 -0.23
C -5.81 0.49 0.59 -0.28
H 0.57 3.29 -1.23 0.09
H 3.48 1.25 1.16 0.08
H -1.43 2.18 1.21 0.12
H -7.65 -0.40 -0.11 0.12
H -1.73 -5.52 1.43 0.06
H 5.64 3.59 -3.33 0.10
H 3.67 3.22 -1.91 0.10
H -4.59 -2.63 -0.47 0.09
H 0.20 -1.23 -2.21 0.08
H 1.66 1.02 4.78 0.09
H -5.28 0.65 1.54 0.10
H -7.06 -2.69 0.64 0.12
H 2.14 5.14 2.30 0.10
H 0.64 5.21 0.32 0.11
H 0.55 -0.31 5.20 0.10
H 3.54 3.15 2.71 0.10
H 1.95 -0.61 4.15 0.10
H 5.52 -0.51 -4.56 0.10
H 4.33 -0.13 -0.08 0.11
H -0.14 2.48 3.64 0.12
H -5.74 -2.05 1.63 0.10
H 0.43 -1.43 2.20 0.13
H 3.55 -0.88 -3.14 0.11
H 6.58 1.73 -4.66 0.10
H 4.85 -2.24 1.08 0.10
H -7.52 -0.31 1.65 0.12
H -5.92 -1.94 -1.43 0.11
H 3.18 -4.07 1.10 0.11
H -6.08 1.45 0.16 0.09
H -0.31 -2.56 -1.34 0.08
H 1.01 -3.77 -0.05 0.10
```

As for the spin multiplicity: 2. For the energy relative to the best compared isomer or geometry (same formula, charge and spin), the calculation gives 0.7 kcal/mol. The max |F| is 0.939 eV/Å.

Entry 5:
C28H31Cl2IrN3O2P2 | the ωB97M-V functional and the def2-TZVPD basis

XYZ file:
```
69
Properties=species:S:1:pos:R:3:lowdin_charge:R:1
Ir 13.81 11.19 7.67 1.06
Cl 13.48 9.16 5.52 0.55
Cl 14.02 6.24 5.25 0.58
P 13.58 10.88 9.88 0.79
P 11.66 11.46 8.22 0.77
O 17.72 11.93 6.70 0.07
O 15.87 10.91 7.37 -0.15
N 11.84 11.20 9.96 -0.42
N 14.25 12.47 6.00 -0.07
N 15.67 12.75 5.99 0.06
C 18.33 13.15 6.00 0.07
C 11.05 14.99 6.52 -0.04
C 10.89 14.04 9.14 -0.07
C 15.40 7.36 10.27 -0.04
C 9.56 10.81 6.62 -0.03
C 8.79 9.97 5.83 0.09
C 11.08 13.62 6.74 -0.15
C 14.36 11.99 11.01 -0.31
C 15.18 13.50 13.14 0.06
C 13.94 13.29 11.06 -0.02
C 14.48 6.52 10.84 -0.01
C 11.16 15.87 7.59 -0.03
C 13.84 9.22 10.51 -0.37
C 14.34 14.06 12.17 0.10
C 11.05 13.15 8.06 -0.37
C 10.95 11.34 11.09 -0.11
C 10.19 8.13 6.41 0.00
C 10.62 10.32 7.32 -0.32
C 14.79 7.86 5.46 -0.82
C 9.04 8.60 5.79 0.06
C 15.73 12.22 12.93 0.05
C 15.09 8.69 10.14 -0.14
C 13.28 7.03 11.33 -0.01
C 10.96 8.94 7.21 -0.06
C 15.33 11.46 11.87 0.05
C 16.41 11.88 6.75 -0.53
C 10.98 15.40 8.89 -0.04
C 13.01 8.40 11.25 -0.05
H 13.33 13.60 10.25 0.09
H 10.78 13.63 10.15 0.09
H 13.98 15.08 12.27 0.16
H 11.26 16.99 7.40 0.16
H 11.07 15.37 5.49 0.13
H 18.48 13.01 4.94 0.11
H 15.34 7.88 6.39 0.03
H 14.55 5.41 10.80 0.15
H 19.30 13.30 6.48 0.13
H 15.86 9.38 9.74 0.11
H 16.11 13.43 5.31 0.20
H 10.60 7.13 6.23 0.15
H 15.74 10.47 11.62 0.13
H 8.36 7.89 5.32 0.16
H 9.93 11.61 10.77 0.11
H 15.31 8.09 4.54 0.05
H 17.77 14.05 6.17 0.09
H 13.86 12.12 5.14 0.10
H 15.43 14.08 14.06 0.17
H 16.40 11.75 13.64 0.15
H 12.12 8.83 11.67 0.08
H 11.13 12.92 5.89 0.11
H 16.33 7.02 9.85 0.13
H 9.26 11.89 6.73 0.14
H 11.38 12.16 11.76 0.11
H 10.96 10.31 11.61 0.10
H 8.03 10.48 5.22 0.17
H 13.76 13.37 6.20 0.12
H 11.88 8.50 7.68 0.12
H 12.48 6.38 11.74 0.14
H 10.78 16.05 9.77 0.14
```

As for the spin multiplicity: 6. As for the charge: +4. The max |F| is 4.293 eV/Å.

Entry 6:
C28H31Cl3O2OsSi | the ωB97M-V functional and the def2-TZVPD basis

XYZ file:
```
66
Properties=species:S:1:pos:R:3:lowdin_charge:R:1
Os -0.23 0.66 -1.38 1.29
Cl -1.14 -1.33 -0.58 0.28
Cl -2.35 1.49 -0.94 0.07
Cl -5.07 -0.71 -1.12 -0.72
Si 0.58 -0.10 1.42 0.39
O 1.22 -0.07 -0.10 -0.51
O 0.86 2.22 -1.10 -0.43
C 2.44 -3.53 2.82 -0.10
C 2.62 -0.76 3.21 -0.08
C 1.37 3.96 1.81 -0.09
C -1.00 2.32 -3.90 -0.09
C -1.44 -0.23 -3.54 -0.32
C -1.10 -2.77 -3.49 -0.06
C -1.61 -1.67 2.59 -0.13
C -2.13 0.64 2.15 -0.16
C -3.86 -0.82 3.00 -0.11
C 1.66 -1.29 2.35 -0.21
C -3.45 0.44 2.57 -0.09
C 1.23 4.17 3.18 -0.13
C 0.70 -0.94 -3.06 -0.34
C 0.79 0.50 -3.21 -0.41
C 0.83 3.11 4.02 -0.11
C -1.21 -0.41 2.11 -0.32
C 3.36 -3.01 3.74 -0.12
C 0.58 1.85 3.48 -0.12
C -2.93 -1.87 3.00 -0.10
C 3.47 -1.62 3.92 -0.11
C 1.60 -2.66 2.10 -0.10
C -0.61 0.97 -3.42 -0.47
C -0.63 -1.37 -3.39 -0.32
C 1.83 -1.85 -2.77 -0.07
C 2.06 1.19 -3.62 -0.04
C 1.30 2.64 1.34 -0.08
C 0.83 1.60 2.13 -0.26
C -2.87 -0.24 -3.86 -0.09
H 2.69 -1.32 -2.34 0.08
H -2.05 -2.91 -2.96 0.08
H 1.21 2.84 -1.74 0.03
H 2.70 0.32 3.34 0.09
H 4.19 -1.20 4.61 0.08
H -0.97 2.39 -4.99 0.08
H -3.04 -0.53 -4.90 0.08
H 2.59 1.70 -2.79 0.07
H 4.00 -3.68 4.32 0.08
H 0.18 1.04 4.09 0.11
H 0.67 3.27 5.09 0.08
H -4.16 1.26 2.53 0.10
H 2.36 -4.60 2.68 0.09
H -1.85 1.64 1.84 0.07
H -0.30 3.07 -3.50 0.06
H -3.25 -2.86 3.33 0.08
H -3.43 -0.91 -3.21 0.00
H 1.45 2.41 0.27 0.03
H 1.54 4.81 1.13 0.09
H -3.30 0.74 -3.70 0.05
H 0.90 -3.05 1.36 0.10
H 2.14 -2.36 -3.70 0.08
H -1.30 -3.04 -4.54 0.08
H 1.52 -2.65 -2.06 0.08
H -0.90 -2.49 2.63 0.08
H -4.90 -0.98 3.31 0.09
H 2.74 0.46 -4.06 0.07
H -0.37 -3.49 -3.12 0.07
H -2.02 2.55 -3.58 0.05
H 1.85 1.92 -4.42 0.07
H 1.43 5.16 3.61 0.08
```

As for the spin multiplicity: 5. For the energy relative to the best compared isomer or geometry (same formula, charge and spin), the calculation gives 0.0 kcal/mol. As for the charge: -2. The max |F| is 3.736 eV/Å.

no.,total energy (eV)
1,-158622.3704
2,-120692.7480
3,-87701.1208
4,-133943.2597
5,-84517.8614
6,-81547.1496